Below is an isolated ion of composition C5H5O2S and charge -1 in a non-equilibrium geometry, with properties calculated with ωB97M-V/def2-TZVPD.

The geometry in XYZ format:
```
13
Properties=species:S:1:pos:R:3:forces:R:3
C 2.523147 -0.890551 -0.381629 -0.21 0.86 -2.80
C 1.282310 -0.227349 -0.130842 -4.05 1.66 1.47
C 0.278015 0.328338 0.340229 4.71 -2.71 -2.31
C -0.975424 0.768648 0.728901 -4.02 0.04 -0.34
O -1.276905 2.091013 0.291764 -0.69 -0.17 -2.33
C -2.268698 -0.285433 -0.119131 1.36 2.58 -0.36
O -2.652582 0.221924 -1.170712 0.70 0.15 0.74
S -2.746945 -1.628856 0.668556 -0.27 -1.42 0.93
H 2.891067 -1.091963 0.536605 1.70 -1.13 2.88
H 3.175469 -0.171831 -0.853477 0.59 0.26 -0.19
H 2.549940 -1.764792 -1.034887 -0.52 -0.09 0.17
H -1.142706 0.652935 1.822023 -0.14 0.23 -0.78
H -1.636682 1.997919 -0.697399 0.83 -0.27 2.93
```
Positions in Å, forces in eV/Å.

Relative energy (zero: lowest compared OMol25 entry of this formula, charge and spin), kJ/mol: 185.7
Electronic energy, Ha: -742.15567
Spin multiplicity: 1
Net charge: -1
Max |F|, eV/Å: 5.9
SMILES string: CC#C[C@@H](O)C([O-])=S
HOMO energy, Ha: -0.1267